Entry 1:
Density functional theory data (ωB97M-V/def2-TZVPD) for C38H53N2O9P3Ti as an isolated structure.

For the HOMO energy (alpha / beta), the calculation gives -16.241 / -16.242 eV. The orbital gap (alpha / beta) is 8.430 / 8.420 eV. The spin multiplicity is 2. Its charge is +3.

Geometry (Å):
Ti 0.847 0.394 -0.648
C 1.071 3.098 2.760
C 1.040 2.294 4.040
C -0.199 2.496 4.873
O 1.173 0.828 3.760
P 0.875 -0.122 2.591
O 1.358 0.354 1.229
C -0.927 -0.311 2.499
P -1.700 -0.787 0.949
O -0.950 -0.090 -0.204
O -3.143 -0.266 0.877
C -4.310 -0.268 1.821
C -4.027 -1.056 3.076
C -4.667 1.176 2.072
O -1.578 -2.326 0.906
C -2.130 -3.394 -0.011
C -3.619 -3.231 -0.176
C -1.366 -3.385 -1.313
O 1.538 -1.476 2.847
C 1.698 -2.393 4.022
C 2.702 -1.798 4.973
C 0.351 -2.693 4.626
H 1.096 4.156 3.025
H 0.173 2.933 2.156
H 1.957 2.877 2.167
H 1.935 2.483 4.633
H -1.108 2.386 4.279
H -0.197 3.509 5.275
H -0.227 1.806 5.713
H -1.366 0.648 2.788
H -1.225 -1.047 3.249
H -5.074 -0.760 1.219
H -3.405 -0.497 3.776
H -3.578 -2.028 2.877
H -4.980 -1.236 3.575
H -3.925 1.662 2.707
H -5.624 1.220 2.590
H -4.762 1.727 1.140
H -1.890 -4.282 0.572
H -3.867 -2.337 -0.746
H -4.135 -3.211 0.781
H -3.993 -4.092 -0.731
H -1.387 -2.399 -1.781
H -1.850 -4.079 -2.002
H -0.343 -3.728 -1.178
H 2.092 -3.276 3.521
H 2.311 -0.912 5.471
H 3.628 -1.546 4.462
H 2.932 -2.539 5.738
H -0.079 -1.817 5.114
H 0.480 -3.452 5.398
H -0.335 -3.096 3.882
O 1.200 2.092 -1.381
P 0.520 2.798 -2.621
C 0.243 4.501 -2.217
C -0.724 5.230 -2.916
C -0.878 6.581 -2.659
C -0.076 7.202 -1.709
C 0.882 6.478 -1.012
C 1.047 5.126 -1.265
C 1.605 2.618 -4.018
C 1.827 3.700 -4.871
C 2.648 3.549 -5.979
C 3.251 2.328 -6.238
C 3.039 1.247 -5.387
C 2.222 1.393 -4.283
C -1.030 1.930 -2.867
C -2.141 2.281 -2.092
C -3.320 1.568 -2.217
C -3.398 0.501 -3.103
C -2.301 0.144 -3.873
C -1.118 0.863 -3.766
H -1.354 4.751 -3.656
H -1.621 7.151 -3.198
H -0.199 8.258 -1.512
H 1.505 6.970 -0.279
H 1.805 4.564 -0.732
H 1.376 4.662 -4.675
H 2.819 4.389 -6.636
H 3.892 2.215 -7.101
H 3.511 0.297 -5.593
H 2.063 0.533 -3.634
H -2.088 3.124 -1.412
H -4.188 1.860 -1.643
H -4.331 -0.037 -3.215
H -2.376 -0.664 -4.589
H -0.285 0.624 -4.418
O 0.466 -6.855 -0.237
C 1.727 -6.847 0.397
N 2.439 -5.682 -0.075
C 2.083 -4.452 0.335
O 1.267 -4.222 1.211
C 2.713 -3.285 -0.385
C 3.992 -3.220 -0.925
C 4.419 -2.040 -1.528
C 3.552 -0.964 -1.596
N 2.306 -1.033 -1.081
C 1.917 -2.158 -0.472
H -0.013 -7.648 0.032
H 2.316 -7.727 0.129
H 1.629 -6.783 1.483
H 3.021 -5.784 -0.890
H 4.667 -4.063 -0.859
H 5.414 -1.946 -1.936
H 3.840 -0.028 -2.060
H 0.930 -2.202 -0.015

Atom charges from the Löwdin analysis, given in e for atoms 1 to 99: Ti 1.135; C -0.041; C -0.353; C -0.025; O -0.146; P 0.497; O -0.331; C -0.174; P 0.523; O -0.340; O -0.163; C -0.360; C -0.037; C -0.018; O -0.164; C -0.333; C -0.025; C -0.017; O -0.145; C -0.360; C -0.025; C -0.031; H 0.106; H 0.085; H 0.086; H 0.157; H 0.074; H 0.106; H 0.097; H 0.083; H 0.067; H 0.148; H 0.084; H 0.082; H 0.113; H 0.085; H 0.109; H 0.084; H 0.154; H 0.087; H 0.087; H 0.109; H 0.079; H 0.109; H 0.070; H 0.136; H 0.085; H 0.096; H 0.105; H 0.091; H 0.109; H 0.086; O -0.411; P 0.928; C -0.314; C -0.078; C -0.038; C -0.029; C -0.044; C -0.058; C -0.278; C -0.039; C -0.030; C -0.027; C -0.048; C -0.105; C -0.297; C -0.074; C -0.050; C -0.039; C -0.047; C -0.059; H 0.123; H 0.123; H 0.124; H 0.119; H 0.109; H 0.112; H 0.125; H 0.125; H 0.117; H 0.083; H 0.121; H 0.116; H 0.123; H 0.122; H 0.107; O -0.028; C -0.222; N 0.116; C -0.435; O 0.080; C -0.067; C 0.053; C 0.012; C -0.062; N -0.050; C -0.073; H 0.105



Entry 2:
Density functional theory data (ωB97M-V/def2-TZVPD) for a 2-piece molecular cluster, CH4N2O overall.

For the HOMO energy, the calculation gives -10.614 eV. The orbital gap is 10.766 eV. The spin multiplicity is 1.

Geometry (Å):
N 1.148 -0.477 -0.057
C 0.031 -0.605 -0.230
N -1.284 -1.148 -0.450
H -1.200 -1.933 -1.050
H -2.025 -0.413 -0.721
O 1.420 1.841 0.592
H 0.714 1.760 1.438
H 1.196 0.976 0.479

For each atom in turn, the Löwdin charge in e is: N 0.154; C -0.251; N 0.078; H 0.067; H 0.134; O -0.122; H 0.139; H -0.199



Entry 3:
Density functional theory data (ωB97M-V/def2-TZVPD) for a 2-piece molecular cluster, C4H8O2 overall.

For the HOMO energy, the calculation gives -8.485 eV. The orbital gap is 9.225 eV. The spin multiplicity is 1.

Geometry (Å):
C 0.405 0.535 2.392
C 0.158 -0.245 1.336
C 0.786 -0.037 0.002
C 0.468 0.746 -1.094
O 1.294 0.465 -2.205
H -0.344 0.518 3.274
H 1.116 1.378 2.377
H -0.740 -0.868 1.482
H 1.802 -0.340 -0.265
H -0.274 1.451 -1.263
H 1.009 0.974 -2.963
O -2.405 -1.166 -0.073
H -2.059 -1.681 -0.916
H -2.521 -1.816 0.680

For each atom in turn, the Löwdin charge in e is: C -0.021; C -0.204; C -0.096; C -0.135; O -0.047; H 0.081; H 0.059; H 0.066; H 0.105; H 0.090; H 0.079; O -0.143; H 0.107; H 0.058



Entry 4:
Density functional theory data (ωB97M-V/def2-TZVPD) for a 4-piece molecular cluster, C3H14NO3S overall.

For the HOMO energy, the calculation gives -3.073 eV. The orbital gap is 6.502 eV. The spin multiplicity is 1. Its charge is -1.

Geometry (Å):
C 0.663 0.727 -1.081
C 0.051 1.281 0.191
C -1.421 1.626 -0.029
S -2.515 0.131 -0.364
N 0.201 0.299 1.278
H 1.725 0.637 -0.888
H 0.547 1.438 -1.899
H 0.202 -0.223 -1.333
H 0.635 2.131 0.557
H -1.879 2.051 0.867
H -1.609 2.250 -0.899
H -0.493 0.516 1.984
H 0.062 -0.662 0.985
H -1.803 -2.203 0.757
H -1.035 -1.873 -0.447
O -1.028 -2.527 0.277
H 1.873 -1.861 -1.958
H 3.132 -1.472 -1.191
O 2.691 -1.355 -2.040
H 2.027 0.684 1.696
H 2.935 -0.079 2.660
O 2.967 0.610 1.993

For each atom in turn, the Löwdin charge in e is: C -0.098; C -0.537; C -0.631; S 0.205; N 0.002; H 0.055; H 0.081; H 0.037; H 0.120; H 0.022; H 0.024; H 0.075; H 0.040; H -0.025; H -0.069; O -0.174; H 0.034; H 0.038; O -0.069; H -0.020; H 0.010; O -0.120



Entry 5:
Density functional theory data (ωB97M-V/def2-TZVPD) for C27H36BrF6N5O4PS2V as an isolated structure.

For the HOMO energy (alpha / beta), the calculation gives -6.642 / -8.130 eV. The orbital gap (alpha / beta) is 5.890 / 7.442 eV. The spin multiplicity is 3.

Geometry (Å):
V 0.152 1.122 -0.785
F 4.283 2.728 -0.053
C 4.302 2.432 -1.349
F 4.549 3.542 -2.041
F 5.275 1.551 -1.579
S 2.675 1.748 -1.875
O 2.417 0.633 -0.954
O 2.818 1.500 -3.279
N 0.847 2.778 -0.261
S -1.801 2.418 -2.652
O -1.408 1.115 -1.776
O -2.690 2.020 -3.733
C -2.991 3.073 -1.367
F -3.422 4.262 -1.805
F -4.036 2.265 -1.207
F -2.398 3.245 -0.178
Br 1.669 1.854 2.582
C 1.047 3.549 2.024
C 0.886 4.515 3.008
C 0.456 5.782 2.655
C 0.202 6.067 1.326
C 0.359 5.108 0.321
C 0.052 5.542 -1.039
C 0.485 5.055 -2.248
C 1.232 3.905 -2.500
C 1.429 2.871 -1.537
C 0.779 3.813 0.684
H 1.101 4.263 4.037
H 0.325 6.542 3.413
H -0.135 7.057 1.043
H -0.506 6.470 -1.073
H 0.241 5.664 -3.112
H 1.642 3.740 -3.487
N 0.108 -0.258 0.241
P -0.288 -1.757 0.520
N 0.903 -2.485 1.381
C 2.196 -1.854 1.657
C 3.304 -2.504 0.841
C 3.325 -4.015 1.055
C 1.959 -4.618 0.739
C 0.876 -3.936 1.565
N -1.683 -1.965 1.369
C -2.876 -1.251 0.873
C -3.051 0.110 1.534
C -3.025 -0.002 3.056
C -1.767 -0.735 3.515
C -1.680 -2.092 2.831
N -0.618 -2.511 -0.916
C 0.293 -2.321 -2.049
C -0.495 -2.176 -3.342
C -1.395 -3.389 -3.550
C -2.293 -3.591 -2.335
C -1.462 -3.699 -1.063
H 2.406 -1.956 2.730
H 2.114 -0.794 1.428
H 4.262 -2.057 1.113
H 3.133 -2.276 -0.217
H 3.568 -4.223 2.104
H 4.104 -4.484 0.454
H 1.947 -5.693 0.935
H 1.730 -4.477 -0.321
H 1.026 -4.156 2.630
H -0.115 -4.311 1.304
H -3.745 -1.885 1.083
H -2.800 -1.153 -0.212
H -3.988 0.555 1.190
H -2.245 0.772 1.210
H -3.906 -0.556 3.401
H -3.080 0.990 3.507
H -1.766 -0.870 4.599
H -0.881 -0.146 3.256
H -2.559 -2.692 3.097
H -0.801 -2.649 3.147
H 0.974 -3.182 -2.120
H 0.918 -1.445 -1.870
H 0.199 -2.053 -4.177
H -1.100 -1.266 -3.281
H -0.768 -4.279 -3.680
H -1.987 -3.285 -4.460
H -2.908 -4.487 -2.445
H -2.970 -2.737 -2.232
H -0.829 -4.599 -1.112
H -2.100 -3.788 -0.186

For each atom in turn, the Löwdin charge in e is: V 0.874; F 0.147; C -0.674; F 0.150; F 0.151; S 0.745; O -0.352; O -0.253; N -0.118; S 0.946; O -0.558; O -0.413; C -0.735; F 0.114; F 0.132; F 0.112; Br 0.830; C -0.585; C -0.134; C -0.076; C -0.035; C -0.151; C -0.026; C -0.107; C -0.086; C -0.467; C -0.244; H 0.095; H 0.106; H 0.112; H 0.105; H 0.110; H 0.111; N -0.258; P 0.617; N -0.201; C -0.200; C -0.176; C -0.198; C -0.180; C -0.204; N -0.201; C -0.187; C -0.183; C -0.193; C -0.179; C -0.193; N -0.189; C -0.200; C -0.172; C -0.198; C -0.180; C -0.209; H 0.127; H 0.046; H 0.117; H 0.112; H 0.114; H 0.110; H 0.114; H 0.098; H 0.123; H 0.105; H 0.125; H 0.105; H 0.115; H 0.087; H 0.114; H 0.111; H 0.113; H 0.090; H 0.125; H 0.098; H 0.116; H 0.089; H 0.118; H 0.108; H 0.114; H 0.111; H 0.113; H 0.114; H 0.118; H 0.105



Entry 6:
Density functional theory data (ωB97M-V/def2-TZVPD) for one molecule with the formula C2H4NPS.

For the HOMO energy, the calculation gives -8.626 eV. The orbital gap is 8.260 eV. The spin multiplicity is 1.

Geometry (Å):
C -0.971 -0.573 0.739
N -1.317 -0.415 -0.589
P -0.454 0.206 -1.701
C 1.199 0.620 -0.521
S 0.736 0.129 1.142
H -1.676 -0.049 1.388
H -0.962 -1.630 1.018
H 2.032 0.030 -0.891
H 1.413 1.682 -0.585

For each atom in turn, the Löwdin charge in e is: C -0.610; N -0.445; P 0.913; C -0.696; S 0.709; H 0.068; H 0.070; H -0.005; H -0.005



Entry 7:
Density functional theory data (ωB97M-V/def2-TZVPD) for C4H9N3O as an isolated structure.

For the HOMO energy, the calculation gives -8.213 eV. The orbital gap is 8.515 eV. The spin multiplicity is 1.

Geometry (Å):
C -1.088 -2.378 0.306
C -0.398 -1.079 -0.416
C -0.749 -0.574 -1.659
C 0.790 1.026 0.465
H -0.302 -2.872 0.868
H -1.146 -3.046 -0.910
H -2.080 -2.042 0.950
H -0.320 0.500 -1.868
H -1.668 -1.196 -2.119
H 1.370 -0.747 2.331
H 2.093 1.018 1.149
H 0.796 3.642 0.594
H 0.515 3.623 -1.076
N 0.568 -0.309 0.376
N 0.248 1.836 -0.479
N 0.954 3.202 -0.287
O 0.417 -0.603 1.776

For each atom in turn, the Löwdin charge in e is: C -0.060; C -0.344; C 0.000; C -0.215; H 0.020; H 0.166; H 0.123; H 0.060; H 0.095; H 0.195; H 0.234; H 0.039; H 0.035; N -0.177; N -0.004; N -0.024; O -0.143



Entry 8:
Density functional theory data (ωB97M-V/def2-TZVPD) for C26H50Br6O12S6 as an isolated structure.

For the HOMO energy, the calculation gives -9.980 eV. The orbital gap is 9.495 eV. The spin multiplicity is 1.

Geometry (Å):
C -8.381 -0.422 -1.047
Br -9.527 -1.958 -0.503
Br -6.598 -1.073 -1.523
Br -8.319 1.027 0.290
H -8.784 -0.025 -1.978
C -2.130 -3.418 -5.882
Br -4.049 -3.979 -6.036
Br -1.839 -1.508 -5.997
Br -0.967 -4.467 -7.098
H -1.668 -3.679 -4.931
C -0.098 3.185 -2.065
C -0.923 3.503 -0.813
C -1.393 2.147 -0.301
S -0.065 0.969 -0.588
O -0.627 -0.175 -1.358
O 0.644 0.837 0.697
C 0.891 2.043 -1.748
H 0.503 4.052 -2.337
H -0.813 2.868 -2.824
H -1.724 4.213 -1.020
H -0.334 3.863 0.031
H -2.307 1.785 -0.772
H -1.694 2.108 0.746
H 1.207 1.360 -2.536
H 1.837 2.382 -1.326
C 2.305 -8.074 -0.208
C 1.780 -6.606 -0.054
C 2.470 -5.757 -1.189
S 3.882 -6.655 -1.886
O 5.156 -5.935 -1.654
O 3.589 -7.363 -3.172
C 3.817 -7.968 -0.607
H 1.783 -8.689 -0.940
H 2.375 -8.545 0.773
H 2.195 -6.369 0.925
H 0.701 -6.454 -0.061
H 2.729 -4.769 -0.809
H 1.752 -5.627 -1.999
H 4.373 -7.669 0.281
H 4.271 -8.915 -0.899
C -4.000 -1.516 5.271
C -4.438 -1.967 3.902
C -3.324 -2.862 3.487
S -3.117 -4.041 4.980
O -1.683 -4.412 5.002
O -4.173 -5.079 5.017
C -3.500 -2.726 6.137
H -4.730 -0.882 5.774
H -3.140 -0.847 5.231
H -4.413 -1.122 3.214
H -5.432 -2.412 3.852
H -2.381 -2.327 3.384
H -3.333 -3.529 2.625
H -2.602 -2.506 6.715
H -4.156 -3.140 6.903
C -4.465 13.050 -1.218
C -4.856 13.115 0.219
C -3.996 12.082 1.042
S -2.650 11.472 -0.040
O -2.451 9.994 0.134
O -1.535 12.430 -0.121
C -3.719 11.731 -1.529
H -3.765 13.879 -1.317
H -5.319 13.273 -1.858
H -5.892 12.838 0.415
H -4.811 14.135 0.601
H -4.567 11.197 1.322
H -3.593 12.425 1.995
H -4.455 10.929 -1.587
H -3.119 11.882 -2.427
C 3.505 -2.817 7.696
C 4.297 -2.270 8.914
C 3.604 -0.994 9.386
S 2.754 -0.282 7.950
O 3.408 0.976 7.619
O 1.292 -0.441 8.043
C 3.364 -1.565 6.825
H 2.510 -3.176 7.959
H 4.044 -3.637 7.222
H 5.326 -2.063 8.618
H 4.340 -2.893 9.807
H 4.293 -0.155 9.480
H 2.910 -0.975 10.226
H 4.394 -1.262 6.635
H 2.823 -1.501 5.881
C 4.738 -1.648 -9.665
C 4.813 -3.182 -9.369
C 5.539 -3.305 -8.021
S 5.219 -1.897 -6.946
O 6.444 -1.200 -6.601
O 4.202 -2.182 -5.963
C 4.441 -0.871 -8.290
H 4.083 -1.366 -10.489
H 5.699 -1.315 -10.056
H 5.302 -3.707 -10.190
H 3.788 -3.545 -9.304
H 6.602 -3.191 -8.238
H 5.582 -4.282 -7.539
H 4.888 0.122 -8.243
H 3.393 -0.690 -8.053

Atom charges from the Löwdin analysis, given in e for atoms 1 to 99: C -1.545; Br 0.515; Br 0.530; Br 0.529; H -0.031; C -1.548; Br 0.511; Br 0.558; Br 0.517; H -0.039; C -0.211; C -0.214; C -0.258; S 0.731; O -0.364; O -0.353; C -0.202; H 0.114; H 0.119; H 0.119; H 0.118; H 0.100; H 0.102; H 0.096; H 0.103; C -0.213; C -0.178; C -0.217; S 0.740; O -0.363; O -0.358; C -0.233; H 0.108; H 0.103; H 0.106; H 0.110; H 0.102; H 0.094; H 0.097; H 0.102; C -0.211; C -0.245; C -0.210; S 0.737; O -0.372; O -0.350; C -0.221; H 0.114; H 0.115; H 0.118; H 0.124; H 0.105; H 0.102; H 0.099; H 0.098; C -0.248; C -0.219; C -0.207; S 0.743; O -0.374; O -0.339; C -0.204; H 0.111; H 0.117; H 0.107; H 0.112; H 0.095; H 0.099; H 0.103; H 0.103; C -0.202; C -0.209; C -0.225; S 0.699; O -0.342; O -0.349; C -0.233; H 0.114; H 0.113; H 0.116; H 0.112; H 0.089; H 0.108; H 0.098; H 0.111; C -0.189; C -0.203; C -0.240; S 0.683; O -0.335; O -0.331; C -0.185; H 0.101; H 0.101; H 0.112; H 0.108; H 0.096; H 0.109; H 0.086



Molar mass values (in g/mol) by entry order: 822.6 60.1 88.1 144.2 834.6 105.1 115.1 1226.5.